Record 1
This record from the Open Molecules 2025 dataset describes C2H4IPS in the gas phase. The level of theory is ωB97M-V/def2-TZVPD.

Positions of all 9 atoms, in Å:
C 0.351 -1.583 0.873
S 0.646 -0.985 -0.591
H -1.283 -1.150 -2.699
C -0.813 -2.205 1.533
P -1.492 -0.380 -1.525
H -0.611 -3.190 1.982
H -1.069 -1.648 2.476
I -0.512 1.717 -2.418
H -1.719 -2.046 0.965

Computed properties:
E_LUMO: -0.4 eV
spin multiplicity: 1
SMILES: CC#S#[PH]I
energy above the lowest of the compared OMol25 structures with the same formula, charge and spin: 2.237 eV
charge: 0
frontier orbital gap: 7.37 eV
total energy: -30360.9461 eV



Record 2
This record from the Open Molecules 2025 dataset describes C25H30N4O5S in the gas phase. The level of theory is ωB97M-V/def2-TZVPD.

Positions of all 65 atoms, in Å:
H 0.894 3.264 -1.695
C -2.898 2.267 0.088
C -3.125 -4.750 -0.425
C -3.447 -3.269 -0.627
H 4.707 1.752 1.717
H 3.370 -1.793 -2.127
H 2.957 -0.882 2.695
H -2.411 -1.382 -0.831
H -2.083 2.238 1.931
O -0.413 3.983 1.926
N 0.940 1.625 0.492
H -0.005 4.960 -0.361
H 0.309 -1.880 0.396
H -4.334 -3.084 1.340
C 4.572 1.660 -1.532
C 4.188 -2.135 -0.189
S -3.843 0.836 0.449
C -4.016 2.039 -1.778
H -4.265 2.352 -2.775
O -0.662 0.719 -0.780
C -0.080 2.978 -1.299
C 1.981 2.604 0.745
C -2.199 -2.390 -0.472
C 4.464 1.791 0.676
H 5.754 -3.219 0.020
H -2.326 -5.066 -1.091
C -0.696 4.122 -0.456
H -3.793 -3.142 -1.659
C -1.673 -2.275 0.959
H -1.612 4.466 -0.934
O -1.244 0.313 2.006
C 4.061 -1.884 1.172
C 3.265 -1.586 -1.074
C 1.041 0.398 1.277
C 2.245 -0.787 -0.602
H -5.496 -3.361 0.047
H -2.379 -1.729 1.587
C -1.032 3.643 0.941
H -0.740 2.753 -2.137
C -4.533 0.970 -1.127
H 1.536 -0.365 -1.298
N -0.430 -1.536 0.992
C 3.277 2.180 0.130
C 2.125 -0.512 0.759
H 4.797 1.536 -2.573
N -2.074 2.761 1.057
N -3.105 2.764 -1.083
H -4.003 -5.356 -0.634
O 3.343 2.103 -1.218
C -0.357 -0.263 1.405
H 4.772 -2.312 1.867
H -1.491 -3.264 1.389
C 3.039 -1.078 1.636
C 0.048 1.679 -0.518
H 6.320 1.107 -0.357
H -2.819 -4.945 0.600
H 1.292 0.706 2.301
H -1.405 -2.799 -1.102
H 2.109 2.709 1.825
H -5.259 0.263 -1.473
C -4.576 -2.843 0.309
O 5.186 -2.906 -0.694
C 5.309 1.454 -0.410
H 1.677 3.573 0.354
H -4.750 -1.772 0.239

Computed properties:
E_LUMO: 0.5 eV
spin multiplicity: 1
SMILES: CC(C)CCNC(=O)[C@@H](c1ccc(O)cc1)N(Cc1ccco1)C(=O)CCC(=O)Nc1nccs1
energy above the lowest of the compared OMol25 structures with the same formula, charge and spin: 0.339 eV
charge: 0
frontier orbital gap: 8.70 eV
total energy: -53446.3378 eV



Record 3
This record from the Open Molecules 2025 dataset describes 2 unconnected molecules or ions with the total composition NO3S2. The level of theory is ωB97M-V/def2-TZVPD.

Positions of all 6 atoms, in Å:
S 2.515 0.291 -0.285
S -2.097 0.026 0.156
O 3.841 -0.314 0.190
O -2.753 1.295 -0.067
N 1.336 -0.233 0.375
O -2.842 -1.066 -0.369

Computed properties:
E_LUMO: 2.1 eV
spin multiplicity: 1
energy above the lowest of the compared OMol25 structures with the same formula, charge and spin: 0.759 eV
charge: -1
frontier orbital gap: 5.88 eV
total energy: -29302.8905 eV



Record 4
This record from the Open Molecules 2025 dataset describes C25H28N4O3S in the gas phase. The level of theory is ωB97M-V/def2-TZVPD.

Positions of all 61 atoms, in Å:
H 4.318 -1.564 1.888
C 2.010 0.588 4.212
C 1.413 -2.847 2.978
H -1.020 -1.853 1.492
H 2.576 -3.106 1.145
C -1.508 5.646 -4.786
C -1.953 4.108 -2.998
H -3.378 -0.031 -3.327
C -1.714 4.353 -4.346
H -3.834 -0.676 -0.831
H 2.563 -0.150 2.262
C -2.885 0.795 -2.852
O 2.798 -1.086 -0.149
H -0.224 -3.164 -2.093
C -2.156 0.806 -1.641
H 1.428 0.265 5.071
H -1.697 3.519 -5.030
H 5.546 -2.149 3.010
C -1.796 6.457 -2.550
H 0.876 -0.435 2.719
H -2.862 -6.218 -0.550
C -1.948 -0.348 -0.786
C 1.530 -3.083 1.449
C 4.518 -2.281 2.680
N 0.900 -2.064 0.652
C -1.093 -3.222 -0.130
H -0.196 3.428 -0.813
C 1.590 -1.173 -0.093
N -2.169 2.776 -2.600
C -1.539 6.700 -3.888
C -2.009 5.166 -2.099
C -0.731 -0.770 -0.361
H -1.373 7.710 -4.231
O -3.041 -1.064 -0.437
H 1.707 -3.777 3.470
N -2.858 1.974 -3.420
C -1.711 2.117 -1.509
H 4.425 -3.286 2.273
C 1.903 -0.446 3.090
C -1.524 -4.891 -1.669
C 3.568 -2.072 3.868
C -0.855 -3.679 -1.390
N 2.179 -1.787 3.572
H -1.601 3.298 0.262
H 1.627 1.544 3.864
C 0.567 -0.284 -0.791
H -1.838 7.278 -1.849
H -1.318 5.831 -5.832
H 3.040 0.731 4.525
H -0.437 1.979 0.168
H 0.356 -2.669 3.212
O 0.827 0.625 -1.552
C -2.257 -5.335 -0.617
C -0.541 -1.986 0.512
H -2.240 4.994 -1.061
H 1.065 -4.048 1.217
H -1.461 -5.403 -2.612
S -2.145 -4.285 0.738
H 3.587 -2.963 4.505
C -0.942 2.746 -0.410
H 3.936 -1.237 4.467

Computed properties:
E_LUMO: -0.2 eV
spin multiplicity: 1
SMILES: CCN(CC)CCN1C(=O)C(=O)/C(=C(/O)c2cnn(-c3ccccc3)c2C)[C@H]1c1cccs1
energy above the lowest of the compared OMol25 structures with the same formula, charge and spin: 2.945 eV
charge: 0
frontier orbital gap: 7.77 eV
total energy: -49317.0556 eV



Record 5
This record from the Open Molecules 2025 dataset describes C11H20OSi in the gas phase. The level of theory is ωB97M-V/def2-TZVPD.

Positions of all 33 atoms, in Å:
H -0.077 1.625 -1.509
C -1.812 -0.752 -0.080
Si 2.193 -0.161 -0.189
C -3.022 -1.657 0.037
C 0.354 -0.136 -0.189
H -3.899 0.576 -0.684
C -3.041 1.288 -0.882
C -0.431 1.048 -0.600
H -0.450 -2.204 2.021
H -0.829 -3.184 0.469
H 4.164 1.193 -1.087
C -0.230 -2.423 0.951
C 3.140 1.411 -1.003
H 2.952 2.326 -0.530
C -0.481 -1.153 0.180
H 2.983 -1.336 1.890
H 2.674 0.405 2.048
H -2.758 -2.745 -0.149
C 3.120 -0.325 1.393
H 0.606 2.536 0.636
H 0.824 -2.621 1.018
H -1.125 2.827 0.298
C -0.344 2.143 0.594
O 2.545 -1.343 -1.348
H -0.621 1.578 1.471
H -3.033 2.291 -0.250
C -1.808 0.554 -0.531
H 4.126 -0.129 1.130
H -3.027 1.746 -1.931
H -3.859 -1.360 -0.636
H 1.851 -1.870 -1.543
H -3.488 -1.607 0.972
H 2.802 1.460 -1.969

Computed properties:
E_LUMO: 0.7 eV
spin multiplicity: 1
SMILES: CC1=C(C)[C@@H](C)C([Si](C)(C)O)=C1C
energy above the lowest of the compared OMol25 structures with the same formula, charge and spin: 0.000 eV
charge: 0
frontier orbital gap: 8.60 eV
total energy: -21656.5772 eV



Record 6
This record from the Open Molecules 2025 dataset describes 2 unconnected molecules or ions with the total composition C4H11NO3. The level of theory is ωB97M-V/def2-TZVPD.

Positions of all 19 atoms, in Å:
C 0.401 -1.164 2.049
C -1.866 1.287 -0.120
O 0.404 0.054 1.321
H -0.533 -1.699 1.859
H 1.908 0.838 -0.089
H 1.990 1.168 1.473
H 0.432 -1.460 -1.885
H 0.141 -0.304 -3.219
H -1.838 2.062 -0.890
C 0.587 -0.434 -2.228
C -1.056 0.086 -0.531
H -1.486 1.709 0.811
H 1.662 -0.243 -2.300
O -1.511 -1.043 -0.622
H 1.215 -1.828 1.737
N 1.916 0.383 0.824
O 0.036 0.537 -1.342
H 0.509 -0.960 3.119
H -2.911 1.011 0.033

Computed properties:
E_LUMO: 0.9 eV
spin multiplicity: 1
SMILES: COC(C)=O.CON
energy above the lowest of the compared OMol25 structures with the same formula, charge and spin: 4.033 eV
charge: 0
frontier orbital gap: 11.05 eV
total energy: -11956.0765 eV



Record 7
This record from the Open Molecules 2025 dataset describes C5H9NO in the gas phase. The level of theory is ωB97M-V/def2-TZVPD.

Positions of all 16 atoms, in Å:
O -0.916 -2.214 1.748
C -0.437 -0.568 0.435
H -0.922 0.020 -1.485
C -0.316 0.450 -0.686
C 1.030 -0.791 0.452
H -1.629 2.070 -0.127
H 1.504 -1.770 0.585
C -0.617 1.924 -0.512
H 1.938 0.827 -0.786
H 1.359 -0.527 -1.764
C 1.182 0.037 -0.840
H 0.092 2.410 0.168
H 1.076 -0.082 1.310
H -1.707 -2.562 2.175
N -1.394 -1.055 1.102
H -0.539 2.423 -1.484

Computed properties:
E_LUMO: 1.1 eV
spin multiplicity: 1
SMILES: C[C@H]1CC/C1=N\O
energy above the lowest of the compared OMol25 structures with the same formula, charge and spin: 3.505 eV
charge: 0
frontier orbital gap: 10.29 eV
total energy: -8865.7073 eV



Record 8
This record from the Open Molecules 2025 dataset describes 4 unconnected molecules or ions with the total composition C24H42N5O12S3. The level of theory is ωB97M-V/def2-TZVPD.

Positions of all 86 atoms, in Å:
C 3.888 5.250 -2.132
H 6.862 3.797 -2.723
H -5.837 1.360 -1.958
N -0.017 -3.036 -4.466
H -5.303 -3.192 3.885
C -0.939 1.638 8.370
H -2.096 -1.079 3.653
H 4.369 0.922 -1.716
H 1.867 1.705 -5.717
C -2.218 1.345 9.154
H 6.215 6.731 -2.275
C -3.430 -2.422 4.694
C 3.070 -2.740 -5.157
H -1.877 -4.086 3.086
C 2.867 1.284 -5.220
O 3.015 -2.335 -1.410
H -1.347 -2.744 2.023
H 0.453 -4.805 -4.853
O 1.710 1.210 -2.951
C 6.261 5.712 -1.872
H 2.735 -3.877 -5.023
C -1.415 -1.868 -2.961
H 1.799 -1.999 -7.140
H -3.362 -3.394 5.198
O -4.147 -4.324 1.777
H -4.093 -2.836 -3.219
H -0.051 1.577 9.007
N 3.020 -0.898 -3.516
H 5.104 4.490 -0.518
C -4.522 -2.472 3.627
H -2.096 0.416 9.725
H -0.985 2.657 7.967
C -5.879 -0.481 -1.127
O -6.119 -0.112 0.156
H -0.338 -0.277 7.519
C -0.865 0.634 7.221
N 2.278 -1.886 -4.144
H -2.146 -3.577 -4.338
S -3.721 -2.981 2.114
S 4.648 4.269 -3.411
H 3.315 0.198 -0.214
H 4.745 6.220 -0.383
H -2.688 -0.117 -2.215
H -3.657 -1.672 5.458
N 0.014 -1.355 -2.882
C 2.862 -2.211 -6.698
C 3.287 -1.176 -2.060
H 6.811 5.141 -3.904
H 4.207 -2.719 -4.805
O -2.750 -1.203 7.148
H -4.522 -0.994 -3.492
H 3.610 6.213 -2.569
H -1.250 -2.282 4.643
H -4.565 -2.322 -0.478
H 7.149 5.650 -1.236
O 4.295 4.829 -4.700
O 4.450 2.870 -3.094
C -2.070 -3.053 2.780
C -5.200 -1.947 -1.412
H -4.198 0.668 8.495
O -2.905 0.756 5.542
C -2.110 -2.124 3.985
O -3.786 -1.887 1.168
C 0.949 -2.050 -3.854
H 3.464 0.594 -5.954
H -4.965 -1.486 3.462
C 4.982 5.418 -1.088
O 0.141 -3.995 -5.391
H -2.560 -1.557 -0.946
H -5.971 -2.808 -1.640
C 4.043 -0.024 -1.111
C -4.166 -1.791 -2.695
H 5.045 -0.551 -0.745
C 2.514 0.496 -3.787
N -1.349 -2.966 -4.007
C -2.690 -1.303 -2.083
S -2.552 0.195 6.831
H 3.002 4.741 -1.747
O -6.276 0.486 -2.196
C -3.312 1.176 8.111
H -3.590 2.140 7.673
C 6.335 4.707 -3.021
H 3.482 2.255 -4.917
H -0.389 1.068 6.338
O 3.914 -1.956 -7.499
H -2.455 2.147 9.859

Computed properties:
E_LUMO: -3.4 eV
spin multiplicity: 1
charge: +1
frontier orbital gap: 8.47 eV
total energy: -90073.6725 eV